Entry 1:
# C12H33F2N4O9S2V

A molecular structure, C12H33F2N4O9S2V (wB97M-V/def2-TZVPD, the OMol25 dataset).

The HOMO energy is -9.52 eV. As for the relative energy (zero: lowest compared OMol25 entry of this formula, charge and spin): 30.5 kcal/mol. For the molar mass, the calculation gives 530.49 g mol⁻¹. The calculation puts the energy at -90153.247 eV. For the LUMO energy, the calculation gives -2.1 eV. The calculation puts the orbital gap at 0.2723 hartree.

```
! RIJCOSX wB97M-V def2-TZVPD def2/J DEFGRID3
* xyz 0 1
O -0.27 0.11 1.11
V 0.36 -0.91 0.05
O 0.27 -2.45 0.69
N 1.72 -0.45 -1.53
S 2.72 -1.68 -2.27
O 3.90 -2.19 -1.62
O 2.54 -1.81 -3.70
F 1.70 -2.86 -1.70
S 2.73 0.49 -2.07
O 2.56 0.95 -3.49
O 4.02 0.56 -1.45
F 2.10 1.78 -1.22
C 4.44 -0.48 2.88
C 3.48 -1.09 1.77
C 3.22 -2.59 1.90
O 2.89 -2.96 3.21
C 2.65 -4.37 3.34
N 2.24 -0.40 1.92
H 5.39 -0.94 2.61
H 4.12 -0.73 3.89
H 4.58 0.59 2.73
H 3.87 -0.93 0.76
H 4.06 -3.13 1.45
H 2.42 -2.97 1.26
H 3.49 -4.95 2.96
H 1.76 -4.65 2.76
H 2.54 -4.56 4.41
H 2.52 0.46 2.37
H 2.07 -0.95 2.74
C -3.51 2.66 2.90
C -2.33 3.11 2.01
C -2.87 4.39 1.31
O -1.83 4.95 0.59
C -2.17 5.92 -0.35
N -1.15 3.19 2.79
H -4.03 3.51 3.33
H -3.32 1.93 3.69
H -4.38 2.43 2.29
H -2.27 2.45 1.14
H -3.22 5.18 1.98
H -3.71 4.13 0.67
H -3.09 5.77 -0.92
H -1.34 6.23 -0.99
H -2.42 6.88 0.10
H -0.68 2.35 2.49
H -0.47 3.80 2.36
C -3.11 -1.87 -0.97
C -2.13 -1.84 -1.99
C -2.56 -1.78 -3.47
O -1.33 -1.54 -4.20
C -1.58 -1.41 -5.54
N -1.25 -0.68 -1.62
H -2.68 -2.04 0.02
H -3.91 -2.59 -1.10
H -3.76 -1.00 -0.89
H -1.50 -2.72 -1.88
H -3.13 -0.85 -3.54
H -3.21 -2.62 -3.73
H -2.03 -2.28 -6.03
H -0.58 -1.33 -5.96
H -2.11 -0.53 -5.91
H -0.56 -0.71 -2.36
H -1.88 0.01 -2.00
*
```

=====

Entry 2:
# C12H33F6N3O15PS3

7 unconnected molecules or ions with the total composition C12H33F6N3O15PS3 (wB97M-V/def2-TZVPD, the OMol25 dataset).

The HOMO energy is -8.77 eV. For the molar mass, the calculation gives 700.56 g mol⁻¹. The calculation puts the energy at -106258.127 eV. For the LUMO energy, the calculation gives 1.6 eV. The calculation puts the orbital gap at 0.3820 hartree.

```
! RIJCOSX wB97M-V def2-TZVPD def2/J DEFGRID3
* xyz -1 1
P -0.49 1.21 -0.42
F -0.18 -0.39 -0.70
F 0.83 1.20 0.57
F 0.43 1.59 -1.69
F -0.70 2.77 -0.25
F -1.88 1.06 -1.19
F -1.27 0.86 0.91
C 2.71 3.49 1.33
N 2.40 4.55 2.33
O 1.88 5.60 1.92
O 2.50 4.30 3.48
H 2.39 2.52 1.71
H 3.79 3.40 1.34
H 2.32 3.67 0.33
C -4.95 0.18 -0.30
N -5.64 -1.15 -0.40
O -5.23 -1.93 -1.25
O -6.50 -1.50 0.46
H -5.61 0.95 -0.69
H -4.13 0.28 -1.01
H -4.79 0.45 0.74
C -3.20 4.55 0.96
N -3.44 4.66 2.46
O -3.13 5.68 3.11
O -3.76 3.60 3.00
H -3.85 3.74 0.61
H -2.17 4.23 0.83
H -3.26 5.45 0.36
O -2.23 -0.71 3.99
S -1.46 -1.96 3.85
O -0.88 -2.66 5.06
O -2.39 -2.97 3.01
C -3.77 -2.63 2.75
C -4.46 -3.57 1.84
C -0.08 -1.62 2.76
H -3.84 -1.64 2.31
H -3.98 -2.63 3.82
H -5.43 -3.33 1.40
H -4.59 -4.52 2.36
H -3.77 -3.80 1.02
H -0.29 -2.24 1.89
H 0.91 -1.89 3.14
H -0.04 -0.56 2.51
O 5.82 -1.74 -0.30
S 5.30 -0.91 0.72
O 5.42 -1.24 2.17
O 5.80 0.67 0.53
C 6.54 0.98 -0.68
C 7.50 2.04 -0.22
C 3.56 -0.66 0.41
H 5.87 1.30 -1.47
H 7.14 0.16 -1.08
H 8.37 2.05 -0.88
H 7.88 1.93 0.80
H 6.96 2.97 -0.38
H 3.30 0.38 0.61
H 2.89 -1.28 1.01
H 3.50 -0.87 -0.66
O -1.77 -1.97 -6.64
S -1.31 -2.59 -5.42
O -1.59 -3.97 -5.26
O 0.25 -2.20 -5.05
C 0.85 -2.95 -4.06
C 1.52 -1.96 -3.05
C -2.18 -1.61 -3.99
H 1.58 -3.69 -4.40
H 0.03 -3.44 -3.54
H 2.48 -1.47 -3.20
H 1.70 -2.67 -2.23
H 0.91 -1.10 -2.76
H -2.51 -0.62 -4.31
H -1.50 -1.66 -3.14
H -3.07 -2.20 -3.77
*
```

=====

Entry 3:
# C12H33I2N5O2SiSn

A molecular structure, C12H33I2N5O2SiSn (wB97M-V/def2-TZVPD, the OMol25 dataset).

The HOMO energy is -13.26 eV. As for the relative energy (zero: lowest compared OMol25 entry of this formula, charge and spin): 3.4 kcal/mol. For the molar mass, the calculation gives 680.03 g mol⁻¹. The calculation puts the energy at -54423.342 eV. For the LUMO energy, the calculation gives -6.0 eV. The calculation puts the orbital gap at 0.2670 hartree.

```
! RIJCOSX wB97M-V def2-TZVPD def2/J DEFGRID3
* xyz 2 1
Sn -0.36 0.34 -0.65
C 5.35 0.01 -0.26
O 4.08 -0.03 0.44
C 2.94 -0.09 -0.21
O 1.89 -0.11 0.43
N 2.97 -0.08 -1.56
N 1.75 -0.12 -2.24
H 6.11 0.04 0.51
H 5.41 0.90 -0.88
H 5.49 -0.90 -0.86
H 3.83 -0.17 -2.07
H 1.60 -1.04 -2.65
H 1.74 0.58 -2.98
N 2.00 1.30 3.20
C 0.50 1.23 2.98
C -0.25 2.34 3.70
C -1.71 2.30 3.23
N -1.79 2.66 1.81
C -2.29 0.91 3.46
C -1.46 -0.28 2.98
N -1.53 -0.55 1.51
C 0.00 -0.14 3.39
H 2.32 2.27 3.29
H 2.45 0.88 2.38
H 2.29 0.79 4.04
H 0.36 1.37 1.91
H 0.18 3.32 3.50
H -0.23 2.17 4.79
H -2.28 3.01 3.85
H -1.42 3.59 1.67
H -2.76 2.71 1.53
H -3.30 0.86 3.04
H -2.41 0.78 4.54
H -1.87 -1.16 3.49
H -2.50 -0.47 1.22
H -1.31 -1.54 1.38
H 0.60 -0.93 2.92
H 0.08 -0.25 4.48
I -1.62 3.06 -2.49
I -2.96 3.50 -4.75
C -2.46 -3.42 -3.36
Si -1.32 -1.96 -3.25
C -2.04 -0.48 -4.14
C 0.33 -2.39 -4.05
C -1.09 -1.57 -1.41
H -2.57 -3.74 -4.40
H -3.46 -3.18 -2.99
H -2.09 -4.27 -2.79
H -2.38 -0.77 -5.14
H -1.31 0.32 -4.26
H -2.91 -0.07 -3.61
H 0.16 -3.06 -4.89
H 1.01 -2.91 -3.37
H 0.83 -1.51 -4.46
H -0.49 -2.39 -0.98
H -2.09 -1.66 -0.96
*
```

=====

Entry 4:
# C12H33N3O11S2Sr

A molecular structure, C12H33N3O11S2Sr (wB97M-V/def2-TZVPD, the OMol25 dataset).

The HOMO energy is -0.01 eV. For the molar mass, the calculation gives 547.16 g mol⁻¹. The calculation puts the energy at -62478.031 eV. For the LUMO energy, the calculation gives 3.3 eV. The calculation puts the orbital gap at 0.1214 hartree.

```
! RIJCOSX wB97M-V def2-TZVPD def2/J DEFGRID3
* xyz -2 1
Sr -12.41 28.28 12.91
S -14.25 30.82 10.95
O -15.57 31.33 11.28
O -14.25 29.90 9.85
O -13.37 31.92 10.61
O -13.63 30.17 12.07
S -10.85 27.52 10.46
O -10.50 28.64 9.58
O -10.34 27.79 11.77
O -12.26 27.82 10.59
O -10.51 26.26 9.89
C -8.73 31.14 12.98
C -10.13 31.78 12.67
C -10.10 32.96 11.60
O -9.50 32.36 10.46
C -8.13 32.56 10.29
N -11.05 30.77 12.22
H -8.98 30.33 13.66
H -8.02 31.86 13.38
H -8.23 30.53 12.23
H -10.66 32.23 13.51
H -9.56 33.79 12.05
H -11.13 33.28 11.43
H -7.52 31.70 10.58
H -7.73 33.46 10.75
H -7.83 32.59 9.24
H -10.61 30.39 11.39
H -11.82 31.30 11.84
C -12.76 23.42 13.56
C -12.91 24.87 13.13
C -14.35 25.26 13.15
O -14.45 26.72 13.00
C -15.72 27.26 13.31
N -12.20 25.73 14.03
H -13.31 22.92 12.77
H -13.16 23.27 14.56
H -11.74 23.06 13.43
H -12.46 25.02 12.15
H -14.89 24.92 14.04
H -14.95 24.76 12.39
H -15.71 28.34 13.43
H -16.04 26.80 14.25
H -16.28 26.75 12.53
H -12.64 25.54 14.93
H -11.31 25.25 14.12
C -13.54 29.89 17.29
C -12.87 29.51 15.98
C -11.50 28.84 16.25
O -10.82 28.70 14.95
C -9.64 27.88 15.05
N -13.73 28.77 15.09
H -14.58 29.98 16.99
H -13.16 30.80 17.75
H -13.54 29.11 18.05
H -12.65 30.46 15.50
H -11.63 27.84 16.67
H -10.94 29.31 17.06
H -9.76 27.11 15.82
H -8.87 28.59 15.35
H -9.27 27.55 14.08
H -14.67 29.14 15.18
H -13.80 27.95 15.68
*
```

=====

Entry 5:
# C12H33N3O3Rb

A molecular structure, C12H33N3O3Rb (wB97M-V/def2-TZVPD, the OMol25 dataset).

The HOMO energy is -11.51 eV. As for the relative energy (zero: lowest compared OMol25 entry of this formula, charge and spin): 91.6 kcal/mol. For the molar mass, the calculation gives 352.88 g mol⁻¹. The calculation puts the energy at -24238.474 eV. For the LUMO energy, the calculation gives -3.3 eV. The calculation puts the orbital gap at 0.3016 hartree.

```
! RIJCOSX wB97M-V def2-TZVPD def2/J DEFGRID3
* xyz 1 1
Rb 18.32 -22.75 -17.17
C 19.78 -26.72 -15.11
C 20.73 -25.72 -14.33
C 22.09 -25.41 -15.00
O 21.90 -24.77 -16.25
C 23.12 -24.60 -17.00
N 19.99 -24.56 -14.05
H 18.82 -26.74 -14.61
H 20.32 -27.64 -15.33
H 19.59 -26.33 -16.12
H 20.99 -26.07 -13.34
H 22.53 -26.32 -15.43
H 22.82 -24.80 -14.48
H 23.89 -23.95 -16.58
H 22.79 -24.13 -17.93
H 23.54 -25.56 -17.29
H 20.55 -24.08 -13.36
H 19.25 -24.90 -13.45
C 15.85 -15.84 -17.26
C 16.89 -16.92 -16.98
C 16.54 -17.87 -15.72
O 17.50 -18.80 -15.35
C 18.79 -18.30 -15.08
N 17.15 -17.67 -18.19
H 16.19 -14.99 -17.85
H 15.44 -15.43 -16.34
H 15.07 -16.46 -17.69
H 17.84 -16.40 -16.85
H 15.63 -18.48 -15.80
H 16.23 -17.29 -14.85
H 19.42 -19.15 -14.84
H 18.81 -17.56 -14.27
H 19.24 -17.96 -16.01
H 18.05 -18.11 -18.15
H 17.31 -17.06 -18.98
C 13.68 -22.61 -19.52
C 14.34 -23.53 -20.63
C 15.09 -22.76 -21.75
O 14.30 -21.69 -22.31
C 15.11 -20.72 -22.96
N 15.19 -24.40 -19.92
H 14.40 -22.11 -18.87
H 12.99 -23.13 -18.86
H 13.15 -21.77 -19.96
H 13.48 -24.08 -21.03
H 15.32 -23.58 -22.43
H 16.03 -22.36 -21.39
H 15.99 -21.05 -23.53
H 15.76 -20.14 -22.30
H 14.60 -19.90 -23.47
H 15.53 -25.26 -20.32
H 14.54 -24.88 -19.31
*
```

=====

Entry 6:
# C12H33N3O3Ti

A molecular structure, C12H33N3O3Ti (wB97M-V/def2-TZVPD, the OMol25 dataset).

The expectation value of S² is 3.753. The HOMO energy (spin up / spin down) is -6.81 / -13.14 eV. For the molar mass, the calculation gives 315.28 g mol⁻¹. The calculation puts the energy at -46699.285 eV. For the LUMO energy (spin up / spin down), the calculation gives -2.1 / -2.1 eV. The calculation puts the orbital gap (spin up / spin down) at 0.1739 / 0.4053 hartree.

```
! RIJCOSX wB97M-V def2-TZVPD def2/J DEFGRID3
* xyz 1 4
Ti 0.11 -0.31 -0.21
C 1.42 3.24 -2.98
C 0.64 2.43 -1.90
C -0.63 1.81 -2.50
O -1.32 0.97 -1.52
C -2.43 0.23 -2.09
N 1.46 1.38 -1.28
H 2.44 3.35 -2.63
H 0.93 4.17 -3.25
H 1.47 2.70 -3.90
H 0.43 3.11 -1.04
H -0.30 1.01 -3.25
H -1.32 2.59 -2.92
H -2.80 -0.38 -1.28
H -2.11 -0.46 -2.89
H -3.20 1.02 -2.41
H 1.72 0.74 -2.02
H 2.27 1.77 -0.87
C -3.13 1.41 1.59
C -1.77 1.03 2.33
C -1.71 -0.47 2.47
O -1.73 -1.04 1.15
C -2.52 -2.23 0.94
N -0.53 1.40 1.53
H -3.00 1.30 0.50
H -3.36 2.45 1.73
H -3.95 0.73 1.97
H -1.68 1.50 3.35
H -2.67 -0.75 2.92
H -0.93 -0.85 3.07
H -3.54 -1.94 1.10
H -2.26 -3.04 1.62
H -2.32 -2.52 -0.14
H -0.61 2.32 1.00
H 0.20 1.53 2.23
C 2.85 -2.43 -0.69
C 1.84 -2.90 0.27
C 2.02 -2.09 1.60
O 1.73 -0.68 1.49
C 2.84 0.27 1.50
N 0.50 -2.56 -0.19
H 2.54 -1.44 -1.16
H 2.89 -3.02 -1.61
H 3.82 -2.43 -0.21
H 1.99 -4.00 0.48
H 3.01 -2.30 2.00
H 1.23 -2.55 2.26
H 3.42 0.40 0.57
H 3.53 0.00 2.30
H 2.44 1.26 1.74
H -0.24 -2.88 0.39
H 0.33 -2.85 -1.17
*
```